Density functional theory data (the ωB97M-V functional and the def2-TZVPD basis) for a single C5H11NO2 molecule.

The geometry in ORCA input format:
```
! wB97M-V def2-TZVPD RIJCOSX def2/J DEFGRID3
* xyz 0 1
C -1.690 -0.739 -1.062
C -0.756 -1.315 -0.011
C 0.710 -0.869 -0.110
C 1.020 0.646 -0.005
C 0.251 1.341 1.133
O 0.627 1.255 -1.244
N 2.515 0.777 0.239
O 2.839 0.651 1.426
H -1.251 -0.796 -2.063
H -2.631 -1.299 -1.072
H -1.942 0.302 -0.846
H -0.772 -2.409 -0.111
H -1.151 -1.098 0.988
H 1.112 -1.246 -1.061
H 1.248 -1.409 0.682
H 0.566 2.388 1.228
H -0.826 1.369 0.939
H 0.406 0.850 2.100
H -0.274 1.599 -1.149
*
```

As for the HOMO energy (alpha / beta): -9.30 / -9.30 eV. The value obtained for the LUMO energy (alpha / beta) is -0.0123 / -0.0123 hartree. The SMILES is CCC[C@](C)(O)N=O. The calculation puts the orbital gap (alpha / beta) at 8.96 / 8.96 eV. The value obtained for the total energy is -402.25512 Ha.

In elementary charge units, the natural (NBO) charges are: number 1, C, carries -0.607; number 2, C, carries -0.395; number 3, C, carries -0.425; number 4, C, carries 0.290; number 5, C, carries -0.662; number 6, O, carries -0.715; number 7, N, carries 0.173; number 8, O, carries -0.275; number 9, H, carries 0.215; number 10, H, carries 0.214; number 11, H, carries 0.183; number 12, H, carries 0.213; number 13, H, carries 0.199; number 14, H, carries 0.222; number 15, H, carries 0.217; number 16, H, carries 0.228; number 17, H, carries 0.210; number 18, H, carries 0.237; number 19, H, carries 0.479